Below is a structure of composition C28H39F4N4O2P2Rb, with properties calculated with wB97M-V/def2-TZVPD.

ORCA input file:
```
! wB97M-V def2-TZVPD RIJCOSX def2/J DEFGRID3
* xyz -2 1
Rb -0.338 -0.354 0.579
C -2.704 -2.216 -0.624
N -3.258 -0.871 -0.544
C -4.155 -0.632 -1.645
C -3.875 -0.625 0.758
C -4.052 0.853 1.101
N -2.762 1.409 1.446
C -2.671 2.596 1.984
C -1.364 3.079 2.362
F -0.310 2.250 2.156
C -1.120 4.321 2.869
F 0.161 4.655 3.164
C -2.122 5.265 3.091
C -3.392 4.840 2.742
F -4.431 5.703 2.896
C -3.674 3.597 2.228
F -4.970 3.359 1.867
H -3.487 -2.996 -0.569
H -2.013 -2.392 0.202
H -2.167 -2.336 -1.567
H -4.999 -1.352 -1.658
H -3.620 -0.726 -2.593
H -4.573 0.373 -1.593
H -3.220 -1.050 1.520
H -4.848 -1.154 0.830
H -4.775 0.908 1.926
H -4.532 1.378 0.261
H -1.924 6.243 3.497
C -1.775 -3.256 4.428
C -0.835 -2.893 3.270
O -1.286 -2.067 2.432
C 0.408 -3.513 3.265
C 1.460 -3.458 2.273
C 2.612 -4.411 2.551
N 1.466 -2.693 1.222
N 2.609 -2.951 0.429
C 2.589 -2.352 -0.731
O 1.762 -1.538 -1.245
C 3.782 -2.731 -1.597
C 3.698 -2.544 -2.974
C 4.761 -2.876 -3.806
C 5.938 -3.380 -3.269
C 6.036 -3.555 -1.893
C 4.966 -3.241 -1.067
H -2.588 -2.530 4.451
H -1.255 -3.252 5.389
H -2.198 -4.254 4.284
H 0.592 -4.185 4.096
H 2.411 -4.976 3.462
H 3.549 -3.861 2.665
H 2.774 -5.094 1.718
H 2.782 -2.119 -3.365
H 4.671 -2.732 -4.878
H 6.774 -3.630 -3.914
H 6.952 -3.941 -1.458
H 5.015 -3.390 0.003
C -1.230 2.194 -3.231
P -1.067 2.347 -1.398
C -2.430 3.546 -1.122
C 0.360 3.543 -1.314
C 1.636 3.006 -1.979
P 1.865 1.182 -1.704
C 3.349 0.959 -2.769
C 2.722 1.248 -0.069
H -1.132 3.159 -3.740
H -2.220 1.786 -3.449
H -0.489 1.498 -3.626
H -2.448 4.332 -1.885
H -2.317 4.009 -0.141
H -3.386 3.020 -1.118
H 0.537 3.717 -0.248
H 0.060 4.504 -1.748
H 2.517 3.578 -1.665
H 1.550 3.122 -3.066
H 4.029 1.813 -2.668
H 3.055 0.859 -3.815
H 3.874 0.048 -2.488
H 3.595 1.907 -0.132
H 3.037 0.256 0.253
H 2.060 1.663 0.696
*
```

## Properties
HOMO level, eV: -0.699
Energy above the lowest of the compared OMol25 structures with the same formula, charge and spin, eV: 0.0000
Frontier orbital gap, hartree: 0.1709

In the Löwdin picture, each atom carries the following charge in e: 0.781 -0.132 -0.291 -0.124 -0.219 -0.248 0.010 -0.262 -0.178 0.006 -0.252 0.048 -0.004 -0.259 0.039 -0.162 0.030 0.086 0.031 0.087 0.080 0.078 0.067 0.088 0.116 0.110 0.088 0.103 -0.060 -0.542 -0.223 -0.082 -0.374 -0.086 -0.005 0.010 -0.554 -0.226 -0.141 -0.061 -0.113 -0.137 -0.117 -0.044 0.062 0.057 0.061 0.061 0.045 0.059 0.059 0.106 0.086 0.080 0.085 0.098 -0.310 0.806 -0.287 -0.436 -0.455 0.831 -0.288 -0.275 0.033 0.023 0.016 0.035 0.026 0.029 0.065 0.069 0.067 0.062 0.031 0.031 0.019 0.036 0.034 0.022